C2H3Cl2FO | ωB97M-V with the def2-TZVPD basis set

Each line ends with the Mulliken charge.
CARTESIAN COORDINATES (ANGSTROEM)
C1 -0.58 0.45 0.20  -0.6625
C2 0.70 -0.12 -0.62  0.6300
H1 -0.85 -0.80 1.67  0.3502
H2 -1.49 0.30 -0.43  0.3546
H3 -0.40 1.59 0.22  0.2836
O1 -0.51 0.11 1.62  -0.4470
F1 1.78 -0.11 0.23  -0.1926
Cl1 0.97 0.48 -2.24  -0.1123
Cl2 0.37 -1.90 -0.65  -0.2038

The SMILES is OCC(F)(Cl)Cl. As for the energy relative to the best compared isomer or geometry (same formula, charge and spin): 0.635 eV. For the frontier orbital gap, the calculation gives 0.43174 Ha. As for the highest occupied orbital energy: -0.40808 hartree. The total energy comes out at -31931.614 eV.